Computed, not measured: a structure of composition C40H56Cl2N8O5PRbSSi at a distorted geometry, with ωB97M-V with the def2-TZVPD basis set.

Properties
Highest occupied orbital energy in eV: -0.65
Orbital gap in eV: 3.843
Electronic energy in Eh: -4345.718028
Relative energy (zero: lowest compared OMol25 entry of this formula, charge and spin) in kJ/mol: 473.70
Net charge: -2

Atoms and positions in Å:
Rb -0.8223 -0.8348 -0.5385
Cl -5.8788 -7.0882 0.3365
C -4.4226 -6.1627 0.0419
C -4.4506 -4.7890 0.2055
C -3.3143 -3.9890 0.0235
N -3.3328 -2.6246 0.2522
C -4.4361 -1.9303 0.0453
O -5.5071 -2.2403 -0.5195
C -4.4216 -0.5212 0.6159
C -5.5391 -0.1232 1.3611
C -5.6239 1.1753 1.8187
C -4.6073 2.0665 1.4860
C -3.5463 1.5887 0.7374
N -3.4351 0.3257 0.3335
C -2.0871 -4.6387 -0.3106
C -2.1064 -6.0222 -0.5303
C -3.2487 -6.7813 -0.3491
Cl -3.1742 -8.5100 -0.6106
N -0.8953 -3.9425 -0.2773
C 0.1347 -4.2556 -1.0417
O 0.2162 -4.9496 -2.0716
C 1.4268 -3.6725 -0.4836
C 1.7790 -3.9839 0.8358
C 3.0061 -3.5770 1.3223
C 3.8364 -2.8251 0.4967
C 3.3897 -2.5439 -0.7831
N 2.2397 -2.9824 -1.2807
H -5.3814 -4.3099 0.4692
H -6.3258 -0.8420 1.5443
H -6.4741 1.5048 2.4061
H -4.6526 3.1090 1.7795
H -2.7440 2.2510 0.4277
H -1.1924 -6.5092 -0.8394
H 1.0904 -4.5569 1.4419
H 3.3224 -3.8497 2.3246
H 4.8080 -2.4768 0.8254
H 3.9957 -1.9379 -1.4516
C 1.7212 -0.9190 3.5160
S 2.5988 0.3523 2.5453
O 1.9526 1.6606 2.8258
C 4.0561 0.3344 3.6103
C 5.0361 -0.6377 3.4427
C 6.1486 -0.6435 4.2658
C 6.2956 0.3267 5.2508
C 5.3179 1.3044 5.4031
C 4.2014 1.3097 4.5849
H 1.7466 -0.6472 4.5707
H 2.2316 -1.8666 3.3454
H 0.7019 -0.9628 3.1383
H 4.9141 -1.3833 2.6662
H 6.9109 -1.4031 4.1443
H 7.1663 0.3258 5.8938
H 5.4328 2.0654 6.1651
H 3.4333 2.0685 4.6791
C 3.5561 -1.3753 -4.4130
N 3.3728 0.0082 -3.9808
C 4.5548 0.5887 -3.3698
P 1.8593 0.3940 -3.3043
O 1.5548 -0.1335 -1.9663
N 0.8602 -0.1798 -4.4957
C 1.0281 0.1196 -5.8993
C -0.3373 -0.9404 -4.1733
N 1.9925 2.0634 -3.2576
C 2.2669 2.8659 -4.4279
C 1.3601 2.8010 -2.1731
H 4.0211 -1.4088 -5.4052
H 2.5959 -1.8839 -4.4510
H 4.1895 -1.9342 -3.7167
H 5.3206 0.7831 -4.1299
H 4.9926 -0.0701 -2.6084
H 4.2850 1.5285 -2.8923
H 2.0159 0.5392 -6.0778
H 0.2690 0.8232 -6.2584
H 0.9382 -0.8035 -6.4842
H -0.2967 -1.2212 -3.1305
H -0.3702 -1.8547 -4.7756
H -1.2428 -0.3560 -4.3477
H 2.8344 2.2855 -5.1539
H 2.8663 3.7364 -4.1365
H 1.3506 3.2329 -4.9048
H 1.0951 2.1128 -1.3769
H 0.4478 3.3010 -2.5051
H 2.0612 3.5530 -1.7847
O -0.9122 0.3275 2.2689
C -1.3206 1.3039 2.8825
C -2.2890 1.1767 4.0474
C -1.7072 1.6379 5.4082
C -0.4626 2.5237 5.3198
C -0.7014 3.8812 4.6575
C -1.3852 3.7426 3.2817
N -0.9799 2.5692 2.5400
H -2.5823 0.1305 4.0924
H -3.1843 1.7497 3.8006
H -1.4367 0.7542 5.9905
H -2.4832 2.1633 5.9736
H 0.3087 2.0046 4.7535
H -0.0739 2.6881 6.3300
H 0.2642 4.3812 4.5411
H -1.3263 4.5119 5.2982
H -1.1743 4.6145 2.6634
H -2.4675 3.7015 3.4201
H -0.1814 2.6285 1.9255
C -4.1099 1.5959 -3.0459
Si -2.2548 2.0863 -2.8299
C -2.4299 3.9469 -2.2371
C -1.8516 2.4567 -4.7121
H -4.6544 2.2526 -3.7407
H -4.6309 1.6183 -2.0838
H -4.1904 0.5722 -3.4226
H -2.8807 4.6016 -2.9982
H -1.4598 4.3806 -1.9699
H -3.0594 4.0036 -1.3408
H -2.4021 3.3339 -5.0822
H -2.1301 1.6071 -5.3465
H -0.7839 2.6436 -4.8756

Mulliken population analysis, charges in e, atoms 1 to 4:
1 Rb 0.14
2 Cl -0.29
3 C 0.09
4 C -0.49

Computed, not measured: a cluster of 2 separate species, C27H30Br2N3 in total at a distorted geometry, with ωB97M-V with the def2-TZVPD basis set.

Properties
Highest occupied orbital energy in eV: -10.55
Orbital gap in eV: 4.786
Electronic energy in Eh: -6358.828376
Relative energy (zero: lowest compared OMol25 entry of this formula, charge and spin) in kJ/mol: 4.98
Net charge: +1

Atoms and positions in Å:
Br -5.3623 3.3523 -2.0932
C -3.6704 2.4725 -2.0963
C -3.5934 1.0716 -2.1493
C -2.3666 0.4439 -1.9498
C -1.1631 1.1944 -1.8106
C 0.1099 0.5738 -1.5473
C 1.3325 1.1969 -1.8073
C 2.5756 0.5671 -1.8519
C 3.8335 1.2518 -1.9323
C 5.0539 0.5177 -1.9983
C 6.2880 1.1571 -2.0604
C 6.3403 2.5643 -2.0861
Br 8.0146 3.4443 -2.1683
C 5.1594 3.3236 -2.0269
C 3.9290 2.6745 -1.9371
C -1.2745 2.6125 -1.8784
C -2.5022 3.2462 -2.0402
H -4.5083 0.5023 -2.3016
H -2.3277 -0.6439 -1.8927
H 0.1061 -0.4575 -1.1811
H 1.3281 2.2691 -2.0015
H 2.6075 -0.5246 -1.8607
H 5.0201 -0.5715 -2.0082
H 7.2163 0.5904 -2.1009
H 5.2120 4.4112 -2.0492
H 3.0308 3.2815 -1.8730
H -0.3852 3.2206 -1.7357
H -2.5715 4.3307 -2.0866
C -0.8508 -3.7242 0.0866
N 0.3955 -3.1639 0.6176
C 1.4314 -2.9488 -0.4071
C 0.1284 -2.0646 1.4488
N -1.0522 -1.5278 1.3012
C -1.5794 -0.5762 2.2128
C -3.0440 -0.2264 1.9975
C -4.0327 -1.0741 2.5023
C -5.3845 -0.7335 2.3742
C -5.7503 0.4280 1.6851
C -4.7597 1.2700 1.1638
C -3.4086 0.9675 1.3584
N 1.1722 -1.7240 2.2476
C 2.3564 -2.5723 2.3770
C 1.0576 -0.7715 3.3271
H -1.5891 -3.7280 0.8988
H -1.2307 -3.0911 -0.7385
H -0.6599 -4.7534 -0.2480
H 2.1092 -2.1243 -0.1437
H 2.0190 -3.8692 -0.5244
H 0.9462 -2.7140 -1.3704
H -1.4836 -0.9364 3.2571
H -1.0462 0.3717 2.0797
H -3.7260 -1.9998 3.0000
H -6.1496 -1.3808 2.8103
H -6.8038 0.6724 1.5461
H -5.0389 2.1616 0.5955
H -2.6326 1.6458 0.9830
H 2.2873 -3.4766 1.7733
H 3.2282 -1.9816 2.0768
H 2.4858 -2.8383 3.4321
H 0.5047 0.1167 3.0126
H 0.5906 -1.2319 4.2148
H 2.0779 -0.4740 3.5770

natural (NBO) population analysis, charges in e, atoms 1 to 4:
1 Br 0.14
2 C 0.00
3 C -0.24
4 C -0.12

Computed, not measured: a cluster of 3 separate species, C20H36BrN7O4P in total at a distorted geometry, with ωB97M-V with the def2-TZVPD basis set.

Properties
Highest occupied orbital energy in eV: -11.36
Orbital gap in eV: 8.649
Electronic energy in Eh: -4383.112553
Net charge: +1

Atoms and positions in Å:
C -2.5123 0.0090 -4.3538
C -2.1880 1.4416 -3.8797
C -0.8381 1.5878 -3.1769
Br -0.0248 3.2926 -3.6666
N -0.8157 1.3582 -1.6607
C -0.5718 -0.1409 -1.5058
C 0.8811 -0.5883 -1.5706
C 0.8872 -2.1184 -1.5078
O -0.1287 -2.7315 -1.3006
N 2.1323 -2.7275 -1.6672
C 2.7388 -3.3278 -0.5087
C 3.8021 -4.2016 -0.7003
C 4.4253 -4.7863 0.3900
C 3.9780 -4.5149 1.6777
C 2.9137 -3.6417 1.8624
C 2.2994 -3.0415 0.7766
C 0.2512 2.1177 -0.9351
C 0.0409 1.7608 0.5226
C -1.5153 1.7435 0.6349
C -2.0550 1.7371 -0.8293
C -3.3227 0.8626 -1.0216
C -4.0563 0.5489 0.2644
N -5.2096 0.9377 0.5790
P -2.6643 3.5111 -1.0373
O -3.9545 3.6689 -0.3410
H -2.9639 0.0294 -5.3411
H -1.5941 -0.5765 -4.4574
H -3.1431 -0.5378 -3.6565
H -3.0128 1.8418 -3.3050
H -2.1284 2.0624 -4.7720
H -0.1634 0.8544 -3.6071
H -1.1167 -0.6577 -2.2911
H -1.0217 -0.4801 -0.5760
H 1.4943 -0.2365 -0.7429
H 1.3452 -0.2988 -2.5193
H 2.7806 -2.1267 -2.1604
H 4.1396 -4.4306 -1.7023
H 5.2616 -5.4552 0.2376
H 4.4409 -4.9638 2.5461
H 2.5714 -3.4142 2.8620
H 1.4756 -2.3647 0.9687
H 0.0444 3.1829 -1.0033
H 1.2466 2.0085 -1.3549
H 0.3933 0.7652 0.7761
H 0.4744 2.5132 1.1734
H -1.7699 0.8432 1.1838
H -1.8949 2.6028 1.1849
H -4.0387 1.3842 -1.6600
H -3.1069 -0.0794 -1.5262
H -3.5352 -0.0956 0.9725
H -5.6087 1.5363 -0.1468
H -2.6655 3.8112 -2.4069
H -1.6360 4.2947 -0.4919
C 6.6205 -1.6792 2.8170
O 5.6753 -1.5368 3.5742
N 7.8397 -1.1071 3.0500
N 6.5198 -2.4261 1.6740
H 8.6288 -1.2174 2.4428
H 7.9377 -0.5611 3.8851
H 5.6274 -2.8589 1.5080
H 7.2705 -2.5581 1.0236
C -4.5231 2.0086 4.6864
O -4.3300 1.0994 5.4712
N -4.5035 3.3246 5.0683
N -4.7681 1.7876 3.3569
H -4.6733 4.0861 4.4401
H -4.3328 3.5169 6.0373
H -4.8221 0.8362 3.0499
H -4.9276 2.5157 2.6870

natural (NBO) population analysis, charges in e, atoms 1 to 4:
1 C -0.61
2 C -0.48
3 C -0.04
4 Br 0.08

Computed, not measured: a structure of composition C16H23F6N5O6S2V at a distorted geometry, with ωB97M-V with the def2-TZVPD basis set.

Properties
Highest occupied orbital energy in eV: -19.37
Orbital gap in eV: 6.511
Electronic energy in Eh: -3687.219739
Relative energy (zero: lowest compared OMol25 entry of this formula, charge and spin) in kJ/mol: 58.28
Net charge: +3

Atoms and positions in Å:
V 0.2858 0.0014 -0.2413
N 0.3455 0.2038 1.8661
C 0.8859 1.4396 2.5681
C 2.1655 1.1455 3.3261
C 3.3725 0.9038 2.4295
C 3.2724 -0.3141 1.5291
N 2.4556 -0.0778 0.2748
H -0.5933 0.0318 2.2086
H 0.8743 -0.6373 2.1353
H 0.0963 1.7724 3.2398
H 1.0422 2.2241 1.8318
H 2.0136 0.2968 3.9999
H 2.3571 2.0061 3.9692
H 4.2506 0.7543 3.0591
H 3.5897 1.7947 1.8288
H 2.8770 -1.1776 2.0582
H 4.2609 -0.5960 1.1629
H 2.7693 -0.7327 -0.4369
H 2.7245 0.8392 -0.0841
F -1.2531 -0.1788 -4.6741
C 0.0105 0.0972 -4.7129
F 0.2895 1.1637 -5.3787
F 0.7681 -0.9028 -5.0054
S 0.4407 0.5830 -2.8126
O -0.6972 0.1636 -1.8372
O 1.6503 0.0467 -2.1733
N 0.3973 2.1442 -2.8614
S 0.3608 2.8891 -1.4793
O -0.7825 3.6534 -1.1666
O 0.6709 1.8057 -0.3618
C 1.9384 3.9297 -1.4477
F 1.8309 4.7277 -0.4207
F 2.9500 3.0898 -1.3042
F 2.0017 4.5648 -2.5785
C -5.9602 0.2393 0.5872
C -4.4760 0.1085 0.5266
C -3.8469 -1.1137 0.2765
C -2.4790 -1.1929 0.1887
N -1.6873 -0.1147 0.3769
C -2.2827 1.0810 0.6348
C -3.6424 1.2170 0.7188
H -6.4603 -0.7215 0.5032
H -6.3003 0.8865 -0.2251
H -6.2628 0.7200 1.5191
H -4.4294 -2.0167 0.1490
H -1.9940 -2.1367 -0.0078
H -1.6350 1.9337 0.7925
H -4.0556 2.1927 0.9409
O 1.0184 -2.4605 1.8355
C 0.7646 -2.8083 0.7249
C 0.6618 -4.2124 0.1994
C 0.4312 -4.1017 -1.2953
C 0.2816 -2.6328 -1.6015
O 0.0653 -2.1544 -2.6665
N 0.4500 -1.8378 -0.3546
H -0.1563 -4.7005 0.7342
H 1.5721 -4.7427 0.4816
H -0.4620 -4.6149 -1.6526
H 1.2633 -4.4713 -1.8970

natural (NBO) population analysis, charges in e, atoms 1 to 4:
1 V 1.47
2 N -0.73
3 C -0.22
4 C -0.43

orbital gap of number 2 (C27H30Br2N3)? 4.786 eV